Formula: C2H7N2S3
Source: OMol25
Level of theory: ωB97M-V/def2-TZVPD

Bonds (Å) are listed after each position.
Cartesian coordinates (Å):
1 C -2.17392 -0.42879 -0.59238  N3 1.270, N4 1.153
2 C 0.18632 -0.65668 -1.36328  N4 1.361, H8 1.058, H9 1.117, H10 1.044
3 N -3.37448 -0.33007 -0.18962  C1 1.270, S5 1.785, S6 1.696
4 N -1.04503 -0.54618 -0.79374  C1 1.153, C2 1.361
5 S -3.93560 0.86229 1.01424  N3 1.785, H12 1.296
6 S -4.32865 -1.68375 -0.55623  N3 1.696, H13 1.377
7 S 3.56633 0.09073 0.52027  H11 1.281, H14 1.326
8 H 0.86452 -0.52614 -0.56216  C2 1.058
9 H 0.18130 0.12786 -2.15783  C2 1.117
10 H 0.11826 -1.48920 -1.98967  C2 1.044
11 H 4.37317 0.14105 1.51391  S7 1.281
12 H -3.10444 0.52242 1.94823  S5 1.296
13 H -4.89299 -1.04337 -1.63638  S6 1.377
14 H 4.22559 -1.05093 0.38151  S7 1.326

Properties
Charge: +1
HOMO-LUMO gap, eV: 8.06
Spin multiplicity: 1
HOMO energy, eV: -12.456

Formula: C2H7N3
Source: OMol25
Level of theory: ωB97M-V/def2-TZVPD

Bonds (Å) are listed after each position.
Cartesian coordinates (Å):
1 C -0.71338 -1.47130 -0.87609  N2 1.558, H6 1.115, H7 1.160, H8 1.060
2 N 0.45614 -0.47095 -0.63099  C1 1.558, C3 1.472, H9 1.078
3 C 0.11690 0.57346 0.34909  N2 1.472, N4 1.349, N5 1.274
4 N 1.09547 1.35026 0.85728  C3 1.349, H10 1.012, H11 1.067
5 N -1.06890 0.72357 0.79125  C3 1.274, H12 1.045
6 H -0.60403 -2.16309 -1.74363  C1 1.115
7 H -1.58203 -0.76393 -1.17861  C1 1.160
8 H -1.05467 -1.85616 0.05053  C1 1.060
9 H 1.36148 -0.37012 -1.20698  N2 1.078
10 H 1.83722 1.25989 0.17482  N4 1.012
11 H 1.17505 1.79139 1.82509  N4 1.067
12 H -1.01924 1.39698 1.58824  N5 1.045

Properties
Charge: 0
HOMO-LUMO gap, eV: 9.46
Spin multiplicity: 1
HOMO energy, eV: -8.602
SMILES: [H]/N=C(\N)NC

Formula: C2H7N3
Source: OMol25
Level of theory: ωB97M-V/def2-TZVPD

Bonds (Å) are listed after each position.
Cartesian coordinates (Å):
1 C -1.78782 -0.31702 0.27970  H3 1.193, H4 1.176, H5 1.181, N10 1.558
2 C 1.59324 0.35382 0.11631  H8 1.103, N11 1.350, N12 1.282
3 H -1.12278 -1.09530 0.89137  C1 1.193
4 H -2.05386 -1.05944 -0.59269  C1 1.176
5 H -2.38020 0.38153 1.02470  C1 1.181
6 H -0.09718 -0.54334 -1.06853  N10 1.067
7 H 0.47750 2.05977 -0.32728  N11 1.089
8 H 2.11344 1.06588 0.77880  C2 1.103
9 H 1.32598 -1.34209 -0.33798  N12 1.084
10 N -0.69029 0.24892 -0.66986  C1 1.558, H6 1.067, N11 1.490
11 N 0.42423 1.01107 -0.03959  C2 1.350, H7 1.089, N10 1.490
12 N 2.19774 -0.76381 -0.05495  C2 1.282, H9 1.084

Properties
Charge: 0
HOMO-LUMO gap, eV: 9.95
Spin multiplicity: 1
HOMO energy, eV: -9.062
SMILES: [H]/N=C\NNC